Computed, not measured: a cluster of 5 separate species, C11H18Cl16O9P2S in total, with the ωB97M-V functional and the def2-TZVPD basis.

Atoms and positions in Å:
C (0.155, -4.530, 0.360)
C (0.039, -3.030, 0.541)
O (-1.004, -2.763, 1.496)
P (-1.697, -1.343, 1.702)
O (-2.272, -1.154, 3.029)
C (-0.426, -0.106, 1.366)
C (-1.012, 1.316, 1.197)
C (-0.512, 2.043, -0.046)
O (0.586, 2.947, 0.250)
S (2.030, 2.261, 0.413)
O (2.270, 1.475, -0.792)
O (2.772, 3.690, 0.206)
P (4.171, 3.891, -0.614)
O (4.708, 5.209, -0.396)
O (5.091, 2.700, -0.111)
O (3.793, 3.507, -2.103)
O (-2.816, -1.213, 0.568)
C (-2.881, -1.902, -0.685)
C (-2.137, -1.164, -1.800)
H (0.717, -4.985, 1.175)
H (0.668, -4.761, -0.577)
H (-0.837, -4.984, 0.332)
H (0.966, -2.606, 0.933)
H (-0.176, -2.531, -0.407)
H (0.199, -0.152, 2.263)
H (0.208, -0.371, 0.516)
H (-2.104, 1.295, 1.177)
H (-0.748, 1.915, 2.070)
H (-0.167, 1.344, -0.813)
H (-1.274, 2.676, -0.496)
H (4.931, 1.865, -0.575)
H (3.008, 2.942, -2.186)
H (-3.946, -1.952, -0.918)
H (-2.549, -2.935, -0.572)
H (-1.661, -1.856, -2.497)
H (-1.363, -0.517, -1.382)
H (-2.814, -0.533, -2.377)
C (-5.701, -0.386, 3.883)
Cl (-7.291, -0.083, 4.605)
Cl (-5.895, -0.627, 2.139)
Cl (-4.664, 1.016, 4.164)
Cl (-4.985, -1.819, 4.599)
C (3.918, 8.852, -2.199)
Cl (5.553, 8.289, -1.871)
Cl (3.631, 10.373, -1.340)
Cl (3.724, 9.126, -3.939)
Cl (2.753, 7.646, -1.662)
C (-3.849, -5.478, -3.284)
Cl (-4.175, -6.874, -2.259)
Cl (-5.177, -4.321, -3.153)
Cl (-2.349, -4.698, -2.747)
Cl (-3.671, -5.992, -4.960)
C (4.858, -2.142, 1.559)
Cl (3.641, -2.491, 0.318)
Cl (6.208, -1.280, 0.824)
Cl (4.126, -1.143, 2.816)
Cl (5.427, -3.657, 2.259)

Kohn-Sham gap ... 10.4 eV
Multiplicity ... 1
HOMO level ... -10.5770 eV
E_LUMO ... -0.0072 Eh



Computed, not measured: a structure of composition C49H45FeN9OP2S, with the ωB97M-V functional and the def2-TZVPD basis.

Atoms and positions in Å:
Fe (0.086, -0.167, 0.193)
O (2.195, -2.308, 0.786)
C (3.043, -2.069, 1.856)
C (4.338, -2.567, 1.939)
C (5.082, -2.335, 3.085)
C (4.556, -1.604, 4.142)
C (3.302, -1.039, 4.006)
C (2.536, -1.246, 2.855)
P (1.025, -0.247, 2.610)
C (1.662, 1.401, 3.145)
C (0.998, 2.243, 4.032)
C (1.526, 3.490, 4.357)
C (2.723, 3.909, 3.804)
C (3.405, 3.070, 2.928)
C (2.877, 1.829, 2.603)
C (-0.091, -0.789, 3.942)
C (-1.282, -0.088, 4.163)
C (-2.151, -0.477, 5.172)
C (-1.868, -1.601, 5.940)
C (-0.715, -2.331, 5.694)
C (0.174, -1.925, 4.704)
C (2.531, -3.198, -0.224)
C (3.066, -4.448, 0.049)
C (3.422, -5.273, -1.005)
C (3.236, -4.862, -2.321)
C (2.616, -3.654, -2.576)
C (2.239, -2.810, -1.531)
P (1.028, -1.468, -1.794)
C (-0.272, -2.522, -2.573)
C (-0.479, -2.610, -3.947)
C (-1.419, -3.503, -4.460)
C (-2.149, -4.319, -3.608)
C (-1.941, -4.241, -2.233)
C (-1.011, -3.346, -1.724)
C (1.662, -0.453, -3.168)
C (0.804, 0.474, -3.768)
C (1.257, 1.293, -4.792)
C (2.578, 1.210, -5.217)
C (3.444, 0.311, -4.612)
C (2.990, -0.515, -3.588)
H (4.770, -3.131, 1.126)
H (6.086, -2.735, 3.148)
H (5.132, -1.448, 5.045)
H (2.914, -0.394, 4.787)
H (0.076, 1.933, 4.501)
H (0.999, 4.129, 5.057)
H (3.139, 4.874, 4.071)
H (4.358, 3.379, 2.511)
H (3.436, 1.167, 1.955)
H (-1.529, 0.765, 3.541)
H (-3.049, 0.097, 5.365)
H (-2.547, -1.906, 6.727)
H (-0.492, -3.212, 6.286)
H (1.083, -2.490, 4.542)
H (3.211, -4.772, 1.072)
H (3.846, -6.248, -0.796)
H (3.539, -5.502, -3.140)
H (2.391, -3.371, -3.597)
H (0.099, -1.997, -4.628)
H (-1.572, -3.565, -5.531)
H (-2.867, -5.025, -4.012)
H (-2.495, -4.891, -1.562)
H (-0.855, -3.282, -0.655)
H (-0.223, 0.551, -3.432)
H (0.580, 1.996, -5.263)
H (2.930, 1.846, -6.021)
H (4.475, 0.247, -4.940)
H (3.673, -1.220, -3.128)
N (3.585, 2.197, -1.390)
C (3.242, 1.079, -0.750)
N (1.981, 1.170, -0.386)
C (1.607, 2.387, -0.852)
N (2.548, 3.055, -1.470)
C (0.255, 2.884, -0.595)
C (-0.154, 4.170, -0.915)
N (-1.378, 4.600, -0.624)
C (-2.185, 3.742, 0.004)
C (-1.780, 2.459, 0.320)
N (-0.558, 2.027, 0.012)
H (4.469, 2.445, -1.800)
H (3.917, 0.252, -0.564)
H (0.525, 4.855, -1.410)
H (-3.180, 4.091, 0.256)
H (-2.428, 1.752, 0.819)
C (-4.879, 0.504, 3.402)
C (-4.685, -0.034, 1.978)
C (-3.486, -0.925, 1.829)
N (-2.358, -0.585, 1.311)
N (-1.437, -1.621, 1.252)
C (-1.884, -2.720, 1.790)
N (-1.163, -3.864, 1.858)
S (-3.506, -2.585, 2.359)
H (-5.738, 1.176, 3.435)
H (-3.999, 1.063, 3.731)
H (-5.059, -0.307, 4.109)
H (-4.573, 0.789, 1.275)
H (-5.572, -0.596, 1.677)
H (-0.179, -3.820, 1.648)
H (-1.489, -4.643, 2.401)
C (-4.918, -1.316, -1.955)
C (-3.762, -0.804, -2.829)
C (-2.596, -0.431, -2.016)
N (-1.710, -0.135, -1.353)
H (-5.744, -1.630, -2.590)
H (-5.278, -0.531, -1.286)
H (-4.600, -2.171, -1.354)
H (-4.063, 0.068, -3.410)
H (-3.436, -1.570, -3.533)

Kohn-Sham gap (alpha / beta) ... 8.3 / 8.4 eV
Energy above the lowest of the compared OMol25 structures with the same formula, charge and spin ... 36.8 kJ/mol
Net charge ... +2
⟨S²⟩ ... 6.011
Multiplicity ... 5
HOMO level (alpha / beta) ... -13.0235 / -13.2148 eV
E_LUMO (alpha / beta) ... -0.1734 / -0.1776 Eh



Computed, not measured: a structure of composition C14H12NO4S, with the ωB97M-V functional and the def2-TZVPD basis.

Atoms and positions in Å:
S (-0.178, 2.780, 0.651)
C (-1.652, 3.388, 1.093)
N (-2.663, 3.938, 1.362)
C (-1.820, -2.402, -1.453)
C (-2.113, -0.963, -1.852)
C (-2.976, -0.876, -3.114)
O (-2.812, -0.269, -0.801)
C (-2.091, -0.091, 0.362)
O (-2.658, 0.201, 1.392)
C (-0.617, -0.118, 0.249)
C (0.081, 0.611, 1.253)
C (1.528, 0.412, 1.469)
C (2.235, -0.657, 0.875)
C (3.630, -0.701, 0.954)
C (4.323, 0.280, 1.676)
C (3.621, 1.305, 2.336)
C (2.229, 1.357, 2.239)
C (-0.051, 0.007, -1.117)
O (1.061, 0.423, -1.368)
O (-0.904, -0.239, -2.168)
H (-1.193, -2.461, -0.553)
H (-2.773, -2.911, -1.263)
H (-1.308, -2.897, -2.286)
H (-3.122, 0.178, -3.368)
H (-2.456, -1.375, -3.936)
H (-3.946, -1.352, -2.952)
H (-0.463, 0.901, 2.159)
H (1.692, -1.445, 0.345)
H (4.172, -1.505, 0.439)
H (5.415, 0.273, 1.699)
H (4.150, 2.063, 2.923)
H (1.663, 2.143, 2.753)

Kohn-Sham gap ... 7.3 eV
Net charge ... -1
Multiplicity ... 1
HOMO level ... -4.3608 eV
E_LUMO ... 0.1069 Eh